# 1
DFT (ωB97M-V with the def2-TZVPD basis set) results for a molecular structure, C4H8O2.

energy above the lowest of the compared OMol25 structures with the same formula, charge and spin: 397.4 kJ/mol

Geometry as ORCA input:
```
! wB97M-V def2-TZVPD RIJCOSX def2/J DEFGRID3
* xyz 0 1
C 1.61 -0.04 0.28
C 0.20 -0.42 -0.14
C -0.83 -0.58 0.85
O 0.13 -1.17 -1.28
C -0.87 0.90 -0.44
O -1.42 0.80 -1.57
H 2.19 -0.93 0.55
H 2.12 0.46 -0.55
H 1.61 0.63 1.14
H -1.63 0.77 0.52
H -0.65 -0.31 1.90
H -1.66 -1.25 0.66
H -0.48 -0.62 -1.87
H -0.32 1.77 -0.05
*
```

Atom charges from the Mulliken analysis, given in e for atoms 1 to 6: -1.351, 1.080, -1.001, -0.611, -0.042, -0.733



# 2
DFT (ωB97M-V with the def2-TZVPD basis set) results for 2 unconnected molecules or ions with the total composition C4H8O2.

energy above the lowest of the compared OMol25 structures with the same formula, charge and spin: 448.2 kJ/mol
SMILES string: C=C(C=O)OC.[H][H]

Geometry as ORCA input:
```
! wB97M-V def2-TZVPD RIJCOSX def2/J DEFGRID3
* xyz 0 1
C -1.40 1.45 -0.47
O -0.59 0.97 0.59
C 0.26 -0.07 0.39
C 1.06 -0.35 1.44
C -0.29 -1.08 -0.61
O 0.19 -1.93 -1.32
H -1.48 2.53 -0.32
H -0.97 1.27 -1.46
H -2.40 1.01 -0.41
H 2.07 -0.65 -0.75
H 2.05 -0.77 1.38
H 0.69 -0.06 2.42
H 2.21 -1.29 -0.40
H -1.39 -1.03 -0.48
*
```

Atom charges from the Mulliken analysis, given in e for atoms 1 to 6: -0.827, -0.342, 0.354, -0.760, 0.186, -0.451



# 3
DFT (ωB97M-V with the def2-TZVPD basis set) results for a single C4H8O2 molecule in a non-equilibrium geometry.

energy above the lowest of the compared OMol25 structures with the same formula, charge and spin: 430.3 kJ/mol
SMILES string: C[C@H]1OC[C@H]1O

Geometry as ORCA input:
```
! wB97M-V def2-TZVPD RIJCOSX def2/J DEFGRID3
* xyz 0 1
C 1.72 0.42 -0.07
C 0.56 -0.39 0.41
O -0.37 -0.22 1.51
C -1.47 -0.58 0.65
C -0.55 -0.12 -0.58
O -0.81 1.24 -0.80
H 1.59 1.50 0.08
H 2.72 0.08 0.21
H 1.45 0.12 -1.26
H 0.85 -1.46 0.37
H -2.37 0.01 0.91
H -1.72 -1.65 0.70
H 0.09 -0.42 -1.65
H -1.69 1.48 -0.48
*
```

Atom charges from the Mulliken analysis, given in e for atoms 1 to 6: -0.876, 0.250, -0.425, -0.546, 0.003, -0.450



# 4
DFT (ωB97M-V with the def2-TZVPD basis set) results for 2 unconnected molecules or ions with the total composition C4H8O2 in a non-equilibrium geometry.

energy above the lowest of the compared OMol25 structures with the same formula, charge and spin: 226.2 kJ/mol
SMILES string: CC(=O)O.C=C

Geometry as ORCA input:
```
! wB97M-V def2-TZVPD RIJCOSX def2/J DEFGRID3
* xyz 0 1
C -2.45 -0.11 0.64
C -3.24 0.13 -0.41
C 1.50 0.11 -0.02
C 0.03 -0.17 -0.16
H -2.69 -0.95 1.26
H -1.64 0.59 0.99
H -3.80 -0.70 -0.95
H -2.93 1.17 -1.00
H 3.13 -0.75 0.05
H -0.52 0.78 -0.16
H -0.13 -0.69 -1.10
H -0.32 -0.79 0.64
O 2.01 1.21 0.09
O 2.22 -1.01 -0.09
*
```

Atom charges from the Mulliken analysis, given in e for atoms 1 to 6: -0.678, -0.420, 0.508, -0.802, 0.299, 0.450



# 5
DFT (ωB97M-V with the def2-TZVPD basis set) results for a single C4H8O2 molecule in a non-equilibrium geometry.

energy above the lowest of the compared OMol25 structures with the same formula, charge and spin: 214.2 kJ/mol
SMILES string: CC[C@@H](O)C=O

Geometry as ORCA input:
```
! wB97M-V def2-TZVPD RIJCOSX def2/J DEFGRID3
* xyz 0 1
C 1.52 -0.47 -0.17
C 0.20 -0.53 -0.94
C -1.02 -0.11 -0.08
O -1.00 -0.70 1.20
C -1.05 1.31 0.47
O -0.36 1.56 1.45
H 2.33 -0.89 -0.77
H 1.44 -1.05 0.75
H 1.79 0.56 0.09
H 0.02 -1.57 -1.26
H 0.24 0.07 -1.85
H -1.93 -0.28 -0.70
H -0.36 0.09 1.67
H -1.79 2.05 0.16
*
```

Atom charges from the Mulliken analysis, given in e for atoms 1 to 6: -1.267, -0.332, 0.081, -0.636, -0.129, -0.468



# 6
DFT (ωB97M-V with the def2-TZVPD basis set) results for a single C4H8O2 molecule in a non-equilibrium geometry.

energy above the lowest of the compared OMol25 structures with the same formula, charge and spin: 285.7 kJ/mol
SMILES string: OC[C@@H]1C[C@@H]1O

Geometry as ORCA input:
```
! wB97M-V def2-TZVPD RIJCOSX def2/J DEFGRID3
* xyz 0 1
C -1.31 -0.33 -0.42
C 0.15 -0.73 -0.29
C 1.16 -0.54 0.81
C 1.12 0.36 -0.41
H -2.41 0.56 0.83
H -2.00 -1.15 -0.28
H -1.28 0.16 -1.48
H 0.45 -1.56 -0.99
H 0.89 -0.11 1.78
H 2.10 -1.13 0.86
H 1.95 0.17 -1.09
H 0.03 1.71 0.42
O -1.64 0.77 0.46
O 0.79 1.80 -0.20
*
```

Atom charges from the Mulliken analysis, given in e for atoms 1 to 6: -0.483, -0.069, -0.640, -0.126, 0.276, 0.443



# 7
DFT (ωB97M-V with the def2-TZVPD basis set) results for a single C4H8O2 molecule.

energy above the lowest of the compared OMol25 structures with the same formula, charge and spin: 79.9 kJ/mol
SMILES string: CC(=O)[C@@H](C)O

Geometry as ORCA input:
```
! wB97M-V def2-TZVPD RIJCOSX def2/J DEFGRID3
* xyz 0 1
C 1.38 -0.79 -0.73
C 0.78 0.22 0.27
O 1.48 1.43 0.16
C -0.71 0.53 0.05
O -0.98 1.57 -0.52
C -1.86 -0.31 0.57
H 1.11 -1.83 -0.52
H 2.47 -0.69 -0.64
H 1.12 -0.53 -1.76
H 0.92 -0.18 1.29
H 0.84 2.05 -0.24
H -2.42 -0.73 -0.27
H -2.55 0.38 1.07
H -1.59 -1.11 1.26
*
```

Atom charges from the Mulliken analysis, given in e for atoms 1 to 6: -1.212, 0.217, -0.590, 0.686, -0.594, -1.067



# 8
DFT (ωB97M-V with the def2-TZVPD basis set) results for a single C4H8O2 molecule.

energy above the lowest of the compared OMol25 structures with the same formula, charge and spin: 188.0 kJ/mol
SMILES string: C[C@@]1(O)C[C@H]1O

Geometry as ORCA input:
```
! wB97M-V def2-TZVPD RIJCOSX def2/J DEFGRID3
* xyz 0 1
C -1.07 0.26 -1.15
C -0.20 0.51 0.06
O -0.24 1.86 0.44
C 0.00 -0.52 1.14
C 1.11 -0.21 0.16
O 1.48 -1.19 -0.77
H -2.13 0.20 -0.90
H -0.75 -0.65 -1.65
H -0.92 1.10 -1.84
H 0.11 1.93 1.34
H 0.08 -0.19 2.18
H -0.50 -1.48 1.03
H 1.94 0.41 0.46
H 1.09 -2.02 -0.50
*
```

Atom charges from the Mulliken analysis, given in e for atoms 1 to 6: -1.337, 1.102, -0.554, -0.883, -0.204, -0.546



# 9
DFT (ωB97M-V with the def2-TZVPD basis set) results for a single C4H8O2 molecule in a non-equilibrium geometry.

energy above the lowest of the compared OMol25 structures with the same formula, charge and spin: 196.8 kJ/mol
SMILES string: CO[C@@H](C)C=O

Geometry as ORCA input:
```
! wB97M-V def2-TZVPD RIJCOSX def2/J DEFGRID3
* xyz 0 1
C 1.10 -1.35 -0.22
C -0.32 0.35 0.69
C 0.19 1.38 -0.30
C -1.68 -0.15 0.28
H 2.07 -0.79 -0.61
H 0.29 -1.42 -1.00
H 1.41 -2.40 0.09
H -0.40 0.76 1.69
H -0.54 2.22 -0.41
H 1.21 1.69 0.07
H 0.40 0.93 -1.29
H -2.37 0.72 0.28
O 0.61 -0.70 0.91
O -1.96 -1.25 -0.16
*
```

Atom charges from the Mulliken analysis, given in e for atoms 1 to 6: -0.580, 0.256, -1.117, -0.011, 0.206, 0.295



# 10
DFT (ωB97M-V with the def2-TZVPD basis set) results for a molecular structure, C4H8O2.

energy above the lowest of the compared OMol25 structures with the same formula, charge and spin: 484.3 kJ/mol

Geometry as ORCA input:
```
! wB97M-V def2-TZVPD RIJCOSX def2/J DEFGRID3
* xyz 0 1
C 1.42 0.27 0.45
C 0.14 -0.39 -0.04
O 0.10 -1.76 0.33
C -1.15 0.35 0.33
C -0.08 -0.21 -1.55
O -1.52 0.86 -0.98
H 1.54 0.18 1.54
H 1.41 1.34 0.20
H 2.28 -0.18 -0.05
H 0.68 -1.90 1.09
H -1.93 -0.36 0.61
H -1.10 1.16 1.07
H -0.72 -1.06 -1.84
H -1.06 1.69 -1.15
*
```

Atom charges from the Mulliken analysis, given in e for atoms 1 to 6: -1.543, 1.388, -0.554, -0.729, -0.824, -0.460



# 11
DFT (ωB97M-V with the def2-TZVPD basis set) results for a molecular structure, C4H8O2.

energy above the lowest of the compared OMol25 structures with the same formula, charge and spin: 373.8 kJ/mol

Geometry as ORCA input:
```
! wB97M-V def2-TZVPD RIJCOSX def2/J DEFGRID3
* xyz 0 1
O 0.16 -2.26 -0.97
C 0.25 0.33 -0.53
C -1.13 0.87 -0.41
C -0.73 0.01 0.73
O 0.20 0.63 1.60
C 1.17 0.78 0.56
H 1.10 -2.26 -0.76
H 0.64 -0.04 -1.48
H -1.79 0.31 -1.08
H -1.35 1.92 -0.30
H -0.21 -1.74 -0.24
H -1.43 -0.65 1.24
H 1.59 1.78 0.50
H 1.98 0.04 0.71
*
```

Atom charges from the Mulliken analysis, given in e for atoms 1 to 6: -0.681, -0.505, -0.407, -0.433, -0.432, -0.230



# 12
DFT (ωB97M-V with the def2-TZVPD basis set) results for a single C4H8O2 molecule.

energy above the lowest of the compared OMol25 structures with the same formula, charge and spin: 392.8 kJ/mol

Geometry as ORCA input:
```
! wB97M-V def2-TZVPD RIJCOSX def2/J DEFGRID3
* xyz 0 1
C -1.76 -0.85 0.09
O -0.90 0.27 0.29
C 0.31 0.26 -0.34
C 0.82 1.68 -0.47
C 1.04 -1.54 1.00
O 1.38 -0.41 0.46
H -2.69 -0.61 0.61
H -1.97 -1.00 -0.98
H -1.30 -1.75 0.51
H 0.28 -0.30 -1.29
H 0.11 2.29 -1.03
H 0.93 2.09 0.53
H 1.79 1.69 -0.97
H 1.95 -1.82 1.58
*
```

Atom charges from the Mulliken analysis, given in e for atoms 1 to 6: -0.673, -0.326, 0.454, -1.269, -0.373, -0.220



no.,orbital gap (eV),HOMO energy (eV),E_LUMO (eV)
1,9.214,-8.97,0.24
2,9.165,-8.94,0.23
3,10.642,-9.71,0.93
4,10.810,-10.10,0.72
5,10.281,-9.92,0.36
6,9.862,-9.14,0.72
7,11.038,-10.20,0.84
8,9.921,-9.07,0.85
9,10.308,-9.49,0.81
10,8.583,-7.96,0.63
11,10.188,-9.31,0.88
12,9.260,-8.42,0.84